*P*
A cluster of 2 separate species, C16H17N in total. Source: OMol25; level of theory: ωB97M-V with the def2-TZVPD basis set.

**HOMO level**: -8.0 eV
**HOMO-LUMO gap**: 8.807 eV
**SMILES**: Cc1c[nH]c2ccccc12.Cc1ccccc1
**Molecular weight**: 223.32 g mol⁻¹

The geometry in ORCA input format:
```
! wB97M-V def2-TZVPD RIJCOSX def2/J DEFGRID3
* xyz 0 1
C 2.42 3.47 2.08
C -0.84 2.65 0.19
C 0.45 3.08 0.44
C -1.67 2.23 1.18
C 1.12 2.82 1.63
C -0.98 1.85 2.31
C 0.31 2.20 2.61
H -1.30 2.68 -0.75
H 1.04 3.51 -0.46
H -2.74 2.29 1.26
H -1.52 1.14 2.96
H 2.24 4.36 2.78
H 2.96 3.89 1.23
H 0.84 2.27 3.68
H 3.11 2.93 2.66
C -0.95 -4.65 -1.21
C -0.03 -1.14 -0.36
C -0.57 -2.03 -1.30
C -0.66 -3.32 -0.57
C -0.17 -3.12 0.69
C 0.59 0.08 -0.89
C 0.62 0.22 -2.20
C 0.08 -0.77 -3.27
C -0.52 -1.82 -2.68
N 0.23 -1.76 0.80
H 0.97 0.90 -0.17
H 1.00 1.25 -2.60
H 0.39 -1.43 1.70
H 0.13 -0.67 -4.28
H -0.35 -3.64 1.57
H -0.92 -2.67 -3.38
H -0.16 -4.84 -1.95
H -2.04 -4.82 -1.28
H -0.43 -5.36 -0.55
*
```

Löwdin population analysis, charges in e, atoms 1 to 6: -0.06 -0.13 -0.09 -0.08 -0.29 -0.13

=====

*Q*
A cluster of 2 separate species, C16H17N in total. Source: OMol25; level of theory: ωB97M-V with the def2-TZVPD basis set.

**HOMO level**: -7.8 eV
**HOMO-LUMO gap**: 8.597 eV
**SMILES**: Cc1c[nH]c2ccccc12.Cc1ccccc1
**Molecular weight**: 223.32 g mol⁻¹

The geometry in ORCA input format:
```
! wB97M-V def2-TZVPD RIJCOSX def2/J DEFGRID3
* xyz 0 1
C -1.91 -3.48 1.46
C -1.37 0.18 0.91
C -0.87 -1.07 1.52
C -1.71 -2.09 0.94
C -2.60 -1.48 0.11
C -0.89 1.37 1.39
C 0.32 1.43 2.06
C 0.26 -0.95 2.29
C 0.86 0.29 2.62
N -2.25 -0.17 -0.07
H -2.70 0.44 -0.74
H -1.35 2.30 1.08
H -3.25 -1.97 -0.60
H 0.88 2.35 2.18
H 0.59 -1.77 2.97
H -1.82 -4.25 0.69
H -2.94 -3.66 1.76
H 1.83 0.28 3.10
H -1.11 -3.80 2.18
C 2.48 -1.14 -1.12
C 0.88 2.59 -2.39
C 0.77 1.52 -3.28
C 1.08 2.37 -1.04
C 1.35 0.28 -2.91
C 1.68 1.18 -0.67
C 1.82 0.12 -1.59
H 0.75 3.54 -2.85
H 0.43 1.78 -4.28
H 1.00 3.18 -0.31
H 1.07 -0.67 -3.39
H 1.85 0.93 0.44
H 3.59 -1.10 -1.03
H 2.21 -1.93 -1.83
H 2.04 -1.49 -0.18
*
```

Löwdin population analysis, charges in e, atoms 1 to 6: -0.06 -0.20 -0.11 -0.23 -0.07 -0.05

=====

Stability, lowest: *P*

=====

*P*
A cluster of 2 separate species, C16H17N in total. Source: OMol25; level of theory: ωB97M-V with the def2-TZVPD basis set.

**HOMO level**: -7.6 eV
**HOMO-LUMO gap**: 8.387 eV
**SMILES**: Cc1c[nH]c2ccccc12.Cc1ccccc1
**Molecular weight**: 223.32 g mol⁻¹

The geometry in ORCA input format:
```
! wB97M-V def2-TZVPD RIJCOSX def2/J DEFGRID3
* xyz 0 1
C -2.36 2.12 -0.05
C -0.13 1.50 -3.12
C -0.59 0.25 -3.61
C -0.79 2.19 -2.11
C -1.66 1.53 -1.19
C -1.41 -0.40 -2.73
C -1.88 0.19 -1.56
H 0.53 2.21 -3.58
H -0.36 -0.33 -4.47
H -0.74 3.29 -2.30
H -1.65 -1.41 -2.91
H -1.99 1.64 0.95
H -3.35 2.02 -0.02
H -2.23 -0.52 -0.78
H -2.31 3.25 0.01
C 1.93 1.37 0.34
C 1.27 -0.93 1.38
C 1.47 0.47 1.43
C 0.43 -1.36 2.36
C 0.59 0.90 2.47
C 1.89 -1.84 0.49
C 1.77 -3.26 0.61
C 0.97 -3.59 1.73
C 0.17 -2.70 2.50
N 0.01 -0.21 3.10
H 2.34 -1.66 -0.47
H 2.09 -3.99 -0.13
H 0.68 -4.53 1.87
H 1.27 1.29 -0.49
H 2.89 1.38 0.07
H 0.63 1.88 3.07
H -0.97 -0.09 3.37
H -0.36 -3.20 3.21
H 1.82 2.52 0.58
*
```

Löwdin population analysis, charges in e, atoms 1 to 6: -0.06 -0.10 -0.07 -0.07 -0.28 -0.11

=====

*Q*
A cluster of 2 separate species, C16H17N in total. Source: OMol25; level of theory: ωB97M-V with the def2-TZVPD basis set.

**HOMO level**: -7.8 eV
**HOMO-LUMO gap**: 8.614 eV
**SMILES**: Cc1c[nH]c2ccccc12.Cc1ccccc1
**Molecular weight**: 223.32 g mol⁻¹

The geometry in ORCA input format:
```
! wB97M-V def2-TZVPD RIJCOSX def2/J DEFGRID3
* xyz 0 1
C 0.71 2.64 2.12
C -0.09 0.25 1.80
C -0.26 1.59 1.71
C -2.12 0.51 0.87
C -1.55 1.78 1.11
C -3.42 0.44 0.39
C -2.22 2.94 0.71
C -4.10 1.61 0.09
C -3.51 2.86 0.22
N -1.21 -0.41 1.31
H 0.66 -0.27 2.38
H -1.28 -1.41 1.38
H 0.17 3.46 2.62
H 1.18 3.13 1.26
H -3.87 -0.53 0.20
H -1.76 3.90 0.89
H -5.11 1.45 -0.27
H -4.04 3.76 -0.03
H 1.49 2.25 2.77
C 3.47 -0.46 -0.76
C 1.47 -2.76 -3.02
C 2.29 -1.72 -2.57
C 0.76 -3.50 -2.08
C 2.46 -1.49 -1.21
C 0.84 -3.20 -0.74
C 1.77 -2.27 -0.28
H 1.35 -3.00 -4.06
H 2.68 -1.00 -3.28
H 0.09 -4.25 -2.48
H 0.25 -3.74 -0.01
H 3.50 0.39 -1.43
H 4.42 -0.93 -0.57
H 1.81 -1.97 0.76
H 3.18 -0.04 0.22
*
```

Löwdin population analysis, charges in e, atoms 1 to 6: -0.05 -0.07 -0.23 -0.21 -0.14 -0.03

=====

Stability, lowest: *P*

=====

*P*
A structure of composition C5H13N. Source: OMol25; level of theory: ωB97M-V with the def2-TZVPD basis set.

**HOMO level**: -9.2 eV
**HOMO-LUMO gap**: 10.284 eV
**Molecular weight**: 87.17 g mol⁻¹

The geometry in ORCA input format:
```
! wB97M-V def2-TZVPD RIJCOSX def2/J DEFGRID3
* xyz 0 1
C 2.05 -0.74 -0.53
C 1.07 0.16 0.35
C 0.06 1.01 -0.50
C -1.44 0.86 -0.11
C -2.10 -0.48 -0.46
N 0.37 -0.56 1.39
H 1.43 -1.52 -0.97
H 2.59 -0.26 -1.36
H 2.75 -1.29 0.10
H 1.80 0.88 0.77
H 0.31 2.07 -0.39
H 0.06 0.79 -1.57
H -1.52 0.98 0.97
H -2.02 1.67 -0.55
H -3.15 -0.35 -0.17
H -2.16 -0.76 -1.51
H -1.79 -1.39 0.07
H 1.01 -0.92 2.09
H 0.26 -0.97 0.31
*
```

Löwdin population analysis, charges in e, atoms 1 to 6: -0.06 -0.53 -0.16 -0.26 -0.13 0.03

=====

*Q*
A cluster of 2 separate species, C5H13N in total. Source: OMol25; level of theory: ωB97M-V with the def2-TZVPD basis set.

**HOMO level**: -8.8 eV
**HOMO-LUMO gap**: 9.886 eV
**SMILES**: C=CC.CCN
**Molecular weight**: 87.17 g mol⁻¹

The geometry in ORCA input format:
```
! wB97M-V def2-TZVPD RIJCOSX def2/J DEFGRID3
* xyz 0 1
C 1.48 -0.14 -0.12
C 2.92 -0.23 0.38
N 0.48 0.24 1.01
H 0.72 1.18 1.30
H 0.60 -0.34 1.84
H 1.13 -1.10 -0.50
H 1.39 0.60 -0.92
H 3.56 -0.63 -0.41
H 3.31 0.75 0.66
H 3.00 -0.89 1.23
C -2.25 1.18 -0.38
C -1.83 -0.13 -0.97
C -1.86 -1.28 -0.27
H -1.37 -0.10 -1.95
H -2.60 1.86 -1.16
H -1.39 1.60 0.15
H -3.04 1.04 0.35
H -1.66 -2.21 -0.77
H -2.58 -1.41 0.53
*
```

Löwdin population analysis, charges in e, atoms 1 to 6: -0.29 -0.13 -0.02 0.05 0.06 0.09

=====

*R*
A cluster of 2 separate species, C5H13N in total. Source: OMol25; level of theory: ωB97M-V with the def2-TZVPD basis set.

**HOMO level**: -8.7 eV
**HOMO-LUMO gap**: 9.677 eV
**SMILES**: C=CN.CCC
**Molecular weight**: 87.17 g mol⁻¹

The geometry in ORCA input format:
```
! wB97M-V def2-TZVPD RIJCOSX def2/J DEFGRID3
* xyz 0 1
C 1.82 -0.50 -0.44
C 2.38 0.73 0.29
C 1.76 0.87 1.67
H 0.80 -0.33 -0.79
H 2.34 -0.69 -1.38
H 1.80 -1.42 0.15
H 3.47 0.61 0.30
H 2.14 1.57 -0.36
H 1.83 1.91 2.02
H 2.18 0.25 2.46
H 0.68 0.72 1.59
C -3.26 -1.07 -1.45
C -3.01 -0.20 -0.47
N -1.77 0.36 -0.03
H -2.72 -1.14 -2.39
H -4.05 -1.80 -1.30
H -3.83 0.05 0.19
H -1.11 0.30 -0.79
H -1.46 -0.21 0.74
*
```

Löwdin population analysis, charges in e, atoms 1 to 6: -0.13 -0.31 -0.12 0.03 0.07 0.07

=====

Stability, lowest: *P*

=====

*P*
The molecule C5H13N. Source: OMol25; level of theory: ωB97M-V with the def2-TZVPD basis set.

**HOMO level**: -8.6 eV
**HOMO-LUMO gap**: 9.867 eV
**SMILES**: CC[C@@H](C)CN
**Molecular weight**: 87.17 g mol⁻¹

The geometry in ORCA input format:
```
! wB97M-V def2-TZVPD RIJCOSX def2/J DEFGRID3
* xyz 0 1
C -1.61 -0.15 -0.41
C -0.07 -0.20 -0.48
C 0.38 -1.67 -0.51
C 0.53 0.54 0.73
C 2.06 0.64 0.72
N -2.20 1.15 -0.36
H -2.03 -0.73 -1.24
H -1.96 -0.69 0.47
H 0.22 0.30 -1.41
H -0.38 -2.36 -0.13
H 0.69 -1.96 -1.51
H 1.27 -1.85 0.10
H 0.21 0.01 1.63
H 0.14 1.55 0.74
H 2.43 0.96 1.69
H 2.56 -0.30 0.50
H 2.39 1.40 0.00
H -2.08 1.86 -1.06
H -2.55 1.49 0.52
*
```

Löwdin population analysis, charges in e, atoms 1 to 6: -0.29 -0.38 -0.07 -0.24 -0.11 0.00

=====

*Q*
A cluster of 2 separate species, C5H13N in total. Source: OMol25; level of theory: ωB97M-V with the def2-TZVPD basis set.

**HOMO level**: -6.3 eV
**HOMO-LUMO gap**: 5.918 eV
**Molecular weight**: 87.17 g mol⁻¹

The geometry in ORCA input format:
```
! wB97M-V def2-TZVPD RIJCOSX def2/J DEFGRID3
* xyz 0 1
C -0.08 -1.02 0.44
C -0.94 0.08 0.01
C -1.11 0.36 -1.54
C 0.29 0.74 0.67
C 0.23 0.98 2.21
N 1.16 -1.72 -1.67
H 0.64 -1.43 -0.34
H -0.42 -1.58 1.32
H -1.97 0.35 0.45
H -0.27 1.07 -1.84
H -1.01 -0.60 -2.16
H -2.16 0.66 -1.67
H 0.30 1.75 0.39
H 1.26 0.53 0.20
H -0.59 1.71 2.48
H 0.18 0.02 2.69
H 1.20 1.67 2.46
H 2.03 -1.14 -1.75
H 1.27 -2.42 -2.36
*
```

Löwdin population analysis, charges in e, atoms 1 to 6: 0.10 -0.32 -0.07 -0.28 -0.07 -0.18

=====

*R*
The molecule C5H13N. Source: OMol25; level of theory: ωB97M-V with the def2-TZVPD basis set.

**HOMO level**: -8.6 eV
**HOMO-LUMO gap**: 9.709 eV
**SMILES**: CCCN(C)C
**Molecular weight**: 87.17 g mol⁻¹

The geometry in ORCA input format:
```
! wB97M-V def2-TZVPD RIJCOSX def2/J DEFGRID3
* xyz 0 1
C -1.62 0.63 -0.31
C -2.03 -0.22 0.94
C -0.05 0.92 -0.30
N 0.77 -0.16 0.15
C 0.83 -1.24 -0.86
C 2.17 0.25 0.47
H -2.08 1.61 -0.36
H -1.91 0.04 -1.19
H -2.29 -1.28 0.85
H -1.08 -0.42 1.46
H -2.68 0.36 1.59
H -0.01 1.78 0.37
H 0.14 1.30 -1.32
H 1.39 -2.10 -0.48
H 1.19 -0.94 -1.85
H -0.24 -1.52 -0.90
H 2.92 -0.47 0.16
H 2.37 1.22 0.03
H 2.21 0.23 1.56
*
```

Löwdin population analysis, charges in e, atoms 1 to 6: -0.22 -0.11 -0.26 -0.29 -0.10 -0.08

=====

*S*
A cluster of 2 separate species, C5H13N in total. Source: OMol25; level of theory: ωB97M-V with the def2-TZVPD basis set.

**HOMO level**: -8.2 eV
**HOMO-LUMO gap**: 9.187 eV
**SMILES**: C=CN.CCC
**Molecular weight**: 87.17 g mol⁻¹

The geometry in ORCA input format:
```
! wB97M-V def2-TZVPD RIJCOSX def2/J DEFGRID3
* xyz 0 1
C -2.73 1.06 2.49
C -1.26 0.81 2.14
C -0.94 0.93 0.59
H -3.08 0.79 3.54
H -3.34 0.47 1.88
H -2.95 2.02 2.24
H -0.97 -0.14 2.60
H -0.69 1.71 2.69
H -1.33 1.96 0.40
H 0.03 0.58 0.48
H -1.65 0.45 -0.13
C 3.32 -1.49 -3.03
C 2.29 -0.89 -2.42
N 1.46 -1.51 -1.46
H 3.74 -2.53 -2.94
H 3.94 -1.04 -3.80
H 2.15 0.19 -2.62
H 1.31 -2.50 -1.42
H 0.72 -0.89 -1.22
*
```

Löwdin population analysis, charges in e, atoms 1 to 6: -0.15 -0.30 -0.11 0.10 0.04 0.03

=====

Stability, lowest: *Q*

=====

*P*
The ion C3H6NO2 with charge -1. Source: OMol25; level of theory: ωB97M-V with the def2-TZVPD basis set.

**HOMO level**: -3.9 eV
**HOMO-LUMO gap**: 7.997 eV
**SMILES**: CCNC(=O)[O-]
**Molecular weight**: 88.09 g mol⁻¹

The geometry in ORCA input format:
```
! wB97M-V def2-TZVPD RIJCOSX def2/J DEFGRID3
* xyz -1 1
C 0.78 0.07 -0.23
N -0.02 0.46 0.89
C -1.03 1.52 0.80
O -0.95 2.32 -0.14
O -1.88 1.42 1.73
C 0.28 -1.27 -0.92
H 0.81 0.82 -1.01
H 1.75 -0.25 0.19
H -0.28 -0.20 1.60
H -0.77 -1.15 -1.17
H 0.40 -1.98 -0.09
H 0.91 -1.78 -1.65
*
```

Löwdin population analysis, charges in e, atoms 1 to 6: -0.30 -0.02 -0.80 -0.08 -0.12 -0.11

=====

*Q*
The ion C3H6NO2 with charge -1. Source: OMol25; level of theory: ωB97M-V with the def2-TZVPD basis set.

**HOMO level**: -3.7 eV
**HOMO-LUMO gap**: 8.215 eV
**SMILES**: C[C@H](N)C(=O)[O-]
**Molecular weight**: 88.09 g mol⁻¹

The geometry in ORCA input format:
```
! wB97M-V def2-TZVPD RIJCOSX def2/J DEFGRID3
* xyz -1 1
O 0.20 -0.07 -1.86
C 0.49 -0.35 -0.68
O 1.55 -0.76 -0.20
C -0.72 -0.12 0.39
C -1.17 1.32 0.17
N -0.24 -0.39 1.75
H -1.59 -0.77 0.24
H -2.00 1.67 0.79
H -0.30 1.97 0.26
H -1.44 1.36 -0.88
H 0.52 -1.05 1.63
H 0.32 0.42 2.00
*
```

Löwdin population analysis, charges in e, atoms 1 to 6: -0.09 -0.72 -0.08 -0.38 -0.11 -0.01

=====

*R*
A cluster of 2 separate species, C3H6NO2 in total. Source: OMol25; level of theory: ωB97M-V with the def2-TZVPD basis set.

**HOMO level**: -3.6 eV
**HOMO-LUMO gap**: 7.523 eV
**Molecular weight**: 88.09 g mol⁻¹

The geometry in ORCA input format:
```
! wB97M-V def2-TZVPD RIJCOSX def2/J DEFGRID3
* xyz -1 1
C -1.23 1.38 -0.88
C -0.97 0.12 -0.45
N -1.34 -0.30 0.83
H -1.22 2.17 -0.13
H -1.51 1.79 -1.89
H -0.62 -0.71 -1.05
H -2.21 0.04 1.19
H -1.30 -1.27 0.89
O 3.60 -1.64 0.41
C 2.67 -0.83 0.37
O 1.77 -0.64 -0.48
H 2.37 -0.11 1.18
*
```

Löwdin population analysis, charges in e, atoms 1 to 6: -0.06 -0.29 0.03 0.02 0.04 0.08

=====

*S*
The ion C3H6NO2 with charge -1. Source: OMol25; level of theory: ωB97M-V with the def2-TZVPD basis set.

**HOMO level**: -3.8 eV
**HOMO-LUMO gap**: 7.744 eV
**SMILES**: CCNC(=O)[O-]
**Molecular weight**: 88.09 g mol⁻¹

The geometry in ORCA input format:
```
! wB97M-V def2-TZVPD RIJCOSX def2/J DEFGRID3
* xyz -1 1
C 0.27 -1.26 -0.06
N -0.27 0.01 -0.44
C 0.06 1.16 0.30
O 0.52 0.99 1.51
O 0.05 2.27 -0.32
C -0.59 -2.42 -0.75
H 0.20 -1.16 1.09
H 1.36 -1.71 -0.38
H -0.31 -0.05 -1.43
H -0.22 -3.44 -0.44
H -1.60 -2.37 -0.35
H -0.49 -2.31 -1.89
*
```

Löwdin population analysis, charges in e, atoms 1 to 6: -0.33 -0.01 -0.74 -0.16 -0.12 -0.15

=====

Stability, lowest: *R*